No. 1
Molecular formula: C38H94LiN5O14
Method: DFT, ωB97M-V with the def2-TZVPD basis set

Element x y z (Å)
Li: 1.437 -3.398 -4.209
C: -1.003 -0.796 0.779
C: -0.470 -1.438 -0.476
O: 0.680 -1.899 -0.476
O: -1.018 -1.359 -1.566
H: -0.285 -1.085 1.547
H: -1.963 -1.228 1.064
H: -1.004 0.287 0.896
C: 3.880 1.831 4.252
C: 3.742 3.252 4.692
C: 5.104 3.995 4.653
O: 2.935 3.736 3.722
H: 4.233 1.729 3.226
H: 2.937 1.351 4.515
H: 4.515 1.313 4.971
H: 3.391 3.238 5.724
H: 4.908 5.057 4.804
H: 5.656 3.869 3.722
H: 5.772 3.660 5.447
H: 2.696 2.982 3.179
C: -5.981 -0.909 -5.355
C: -5.060 -1.428 -6.469
C: -5.725 -1.340 -7.838
O: -3.871 -0.663 -6.507
H: -5.400 -0.948 -4.434
H: -6.853 -1.561 -5.392
H: -6.390 0.090 -5.506
H: -4.763 -2.427 -6.150
H: -6.651 -1.915 -7.844
H: -5.126 -1.584 -8.716
H: -5.999 -0.335 -8.159
H: -3.454 -0.893 -5.673
C: -5.023 4.451 5.485
O: -6.195 5.104 4.949
C: -5.875 5.653 3.725
C: -6.865 6.752 3.264
N: -8.273 6.357 3.395
C: -9.235 7.388 2.997
C: -10.673 6.865 3.220
O: -11.274 7.115 4.549
C: -11.023 6.220 5.522
H: -5.303 3.910 6.389
H: -4.239 5.182 5.682
H: -4.525 3.797 4.768
H: -5.935 4.792 3.058
H: -4.916 6.144 3.564
H: -6.572 6.978 2.239
H: -6.712 7.725 3.731
H: -8.501 5.775 4.188
H: -9.084 7.667 1.954
H: -9.190 8.286 3.613
H: -10.757 5.802 2.995
H: -11.395 7.345 2.559
H: -11.561 6.525 6.420
H: -9.955 6.045 5.648
H: -11.478 5.240 5.377
C: -3.396 -5.278 7.885
O: -2.706 -4.214 7.299
C: -1.312 -4.439 7.113
C: -1.117 -5.437 5.966
N: -1.140 -6.795 6.329
C: -0.875 -7.678 5.109
C: -0.702 -9.094 5.761
O: -2.061 -9.460 6.045
C: -2.079 -10.865 6.453
H: -3.918 -4.950 8.785
H: -2.779 -6.087 8.276
H: -4.144 -5.659 7.189
H: -0.823 -4.695 8.053
H: -1.039 -3.460 6.719
H: -0.201 -5.227 5.413
H: -1.854 -5.217 5.193
H: -2.096 -7.029 6.556
H: 0.057 -7.382 4.628
H: -1.739 -7.623 4.445
H: -0.049 -9.203 6.627
H: -0.268 -9.788 5.041
H: -2.861 -11.391 7.001
H: -1.159 -11.160 6.958
H: -1.863 -11.469 5.571
C: -0.834 -8.678 -4.394
O: 0.488 -8.691 -3.997
C: 0.768 -8.093 -2.699
C: 2.322 -8.041 -2.467
N: 3.035 -7.397 -3.578
C: 4.411 -6.951 -3.082
C: 5.368 -8.214 -2.914
O: 5.149 -8.916 -1.654
C: 5.784 -10.108 -1.595
H: -1.140 -7.711 -4.795
H: -1.606 -9.027 -3.710
H: -0.835 -9.357 -5.247
H: 0.347 -8.773 -1.959
H: 0.514 -7.033 -2.672
H: 2.700 -9.055 -2.338
H: 2.636 -7.516 -1.565
H: 3.149 -8.157 -4.233
H: 4.445 -6.311 -2.200
H: 4.969 -6.390 -3.832
H: 6.400 -7.892 -3.050
H: 5.269 -8.712 -3.879
H: 5.538 -10.749 -2.441
H: 5.704 -10.658 -0.657
H: 6.861 -10.096 -1.759
C: -2.021 7.030 -3.177
O: -2.164 8.409 -3.736
C: -2.421 8.508 -5.172
C: -2.822 9.924 -5.690
N: -3.849 10.473 -4.797
C: -3.828 11.888 -4.440
C: -3.933 12.824 -5.612
O: -4.189 14.090 -5.022
C: -4.347 15.055 -5.960
H: -2.775 6.268 -3.375
H: -1.870 7.122 -2.102
H: -1.025 6.735 -3.508
H: -3.223 7.859 -5.521
H: -1.615 8.056 -5.750
H: -3.136 9.785 -6.724
H: -1.925 10.542 -5.680
H: -3.664 9.888 -3.995
H: -3.025 12.134 -3.745
H: -4.780 11.981 -3.917
H: -4.654 12.495 -6.360
H: -2.967 12.803 -6.115
H: -3.387 15.178 -6.463
H: -4.660 16.033 -5.595
H: -5.055 14.765 -6.736
C: 13.363 -0.979 -4.679
O: 12.853 -1.714 -3.630
C: 11.450 -1.922 -3.566
C: 11.028 -2.327 -2.131
N: 11.605 -1.231 -1.258
C: 11.167 -1.227 0.151
C: 9.694 -1.306 0.468
O: 9.307 -2.700 0.827
C: 7.924 -2.840 0.913
H: 12.824 -0.042 -4.819
H: 13.466 -1.656 -5.526
H: 14.336 -0.618 -4.345
H: 11.282 -2.516 -4.464
H: 10.894 -1.019 -3.818
H: 11.458 -3.303 -1.907
H: 9.938 -2.302 -2.153
H: 12.513 -1.614 -1.037
H: 11.617 -0.301 0.509
H: 11.624 -2.133 0.548
H: 9.149 -0.891 -0.380
H: 9.473 -0.743 1.375
H: 7.451 -2.304 0.091
H: 7.596 -2.445 1.875
H: 7.697 -3.891 0.733

Cartesian forces, eV/Å:
-0.308 0.218 0.735
0.319 -0.777 1.547
1.787 1.050 -1.375
2.418 -1.321 1.936
-3.548 0.532 -2.085
-0.112 -0.237 0.244
-0.184 0.279 -0.108
-0.325 0.061 -0.931
0.785 -1.535 2.435
3.228 -1.176 -0.219
-0.488 0.048 0.489
-2.359 2.315 -1.304
-0.133 -0.130 0.114
-0.370 -0.166 -0.926
0.691 -0.275 -0.370
-0.628 0.515 0.038
0.129 0.087 -0.045
-0.333 -0.082 -0.213
-0.101 -0.049 0.183
-0.430 0.439 -0.192
-0.066 -0.417 -0.786
-0.571 1.146 -0.241
-0.227 0.003 -0.467
0.476 0.050 0.002
-0.514 -0.083 0.280
-0.016 -0.215 0.733
0.463 0.165 -0.206
-0.340 -0.504 -0.530
0.074 -0.165 -0.109
0.410 -0.856 0.388
-0.158 0.447 0.887
0.489 0.433 0.096
-0.347 0.482 -0.107
1.329 -0.125 1.828
-1.440 0.767 -1.961
-0.619 -0.770 0.640
0.678 0.303 -1.399
-0.865 -1.244 1.429
-0.929 0.181 0.617
0.286 1.618 -2.960
0.096 -1.710 1.301
0.020 0.096 -0.165
-0.131 0.331 0.444
-0.501 -0.470 -0.266
0.141 0.206 -0.840
0.596 -0.282 0.815
-0.403 -0.349 -0.487
0.368 0.051 0.780
0.180 0.450 0.038
-0.006 -0.109 -0.063
0.341 0.419 0.049
0.255 -0.230 0.115
0.259 0.261 -0.073
0.614 0.493 0.288
0.131 0.124 0.662
-0.051 -0.495 -0.685
-0.646 -0.204 0.699
0.138 -0.006 0.590
-1.021 0.380 -1.513
0.533 1.575 -0.520
0.275 -1.908 -1.136
0.762 -0.399 3.293
-1.314 0.528 -1.849
-0.011 -2.026 1.451
1.895 -0.431 -1.197
-0.280 0.371 -0.024
0.364 -0.090 -0.399
-0.002 -0.256 -0.045
0.204 -0.090 -0.084
0.726 -0.026 0.337
0.531 0.057 0.399
-0.590 0.385 -0.036
-0.060 -0.234 0.396
-0.126 0.205 -0.040
0.215 -0.373 -0.313
-0.183 0.802 0.310
-0.170 -0.265 -0.467
-0.729 1.337 -0.070
0.195 0.710 0.889
-0.706 -0.038 -0.674
-0.577 -0.254 -1.406
1.492 0.602 1.766
1.908 -0.364 -0.883
-0.612 -0.699 -0.377
0.998 1.284 1.236
0.694 -2.493 -0.809
-0.566 1.694 0.737
-0.719 2.329 -1.604
1.868 -2.459 -0.804
-0.083 0.381 0.178
0.299 -0.039 0.578
-0.335 -0.070 -0.079
-0.387 0.633 0.362
-0.994 -0.101 0.114
-0.095 -0.223 0.088
-0.768 0.047 0.224
0.344 0.348 -0.564
-0.754 -0.281 0.168
-0.492 0.176 -0.470
0.424 0.240 0.911
-0.727 -1.365 0.334
-0.832 -0.450 0.017
-0.749 0.388 0.070
0.614 0.875 0.211
1.452 1.775 -0.552
-1.063 -0.893 -0.561
-0.347 -0.843 -0.142
1.097 -0.283 1.222
0.459 -1.118 -0.898
-1.276 -1.278 0.326
1.120 -0.085 0.774
-0.486 -1.361 1.017
0.397 1.156 -1.899
-0.256 0.493 -0.453
-0.534 0.404 -0.012
-0.144 -0.645 -0.370
-0.672 -0.258 0.798
0.744 0.544 0.088
-0.150 0.118 -0.051
0.240 0.269 -0.143
-0.661 0.508 0.750
0.287 0.351 -0.199
0.123 0.419 0.424
-0.545 0.162 0.197
0.293 0.475 -0.349
0.227 0.426 -0.393
0.027 -0.263 0.577
-0.330 -0.080 -0.150
0.447 0.305 0.368
-0.269 -0.338 2.151
0.592 0.690 -0.793
1.038 1.239 -1.087
-0.868 -1.354 -0.551
-0.123 -0.720 -0.229
-0.034 -1.172 0.934
1.519 1.578 -1.459
-0.011 0.069 -0.465
-0.532 -0.147 -0.629
-0.051 0.573 -0.654
0.317 -0.352 -0.217
-0.888 -1.199 0.480
0.166 0.647 0.274
-0.384 -0.206 0.295
0.032 -0.293 0.470
0.769 0.599 -1.119
-0.120 -0.232 0.630
-0.016 0.201 1.093
-0.538 -0.275 -0.011
-0.050 0.415 -0.132
-0.338 0.252 0.030
-0.530 -0.233 0.053
-0.132 -0.046 0.569

Properties
HOMO-LUMO gap, eV: 3.934
LUMO, eV: -2.5
Total charge: 0



No. 2
Molecular formula: C5H10BrN2
Method: DFT, ωB97M-V with the def2-TZVPD basis set

Element x y z (Å)
C: 0.068 -1.449 1.297
C: -0.369 -1.603 -0.189
C: -0.145 -0.237 -0.918
C: -1.192 0.750 -0.480
C: -0.858 2.072 -0.243
N: -2.553 3.576 0.484
N: -1.793 2.827 0.195
Br: 4.212 0.424 -0.022
H: -0.469 -0.692 1.642
H: -0.342 -2.364 1.786
H: 1.094 -1.093 1.458
H: -1.424 -1.978 -0.306
H: 0.082 -2.455 -0.816
H: 0.008 -0.411 -2.028
H: 0.760 0.356 -0.632
H: -2.087 0.363 -0.091
H: 5.058 -0.749 -0.410
H: -0.050 2.665 -0.728

Cartesian forces, eV/Å:
0.615 -3.783 -2.338
0.622 -0.801 -1.193
0.117 0.399 -0.702
2.671 0.729 -0.048
2.550 -3.165 -2.948
0.409 -0.608 0.176
-3.944 3.723 1.470
0.909 -1.299 -0.420
-2.726 3.409 1.824
1.275 0.676 0.233
0.041 -1.081 -0.160
0.524 1.043 0.516
0.298 1.406 1.240
-0.758 0.503 1.014
0.000 -1.307 -0.111
-1.431 -0.288 0.316
-0.967 1.303 0.425
-0.206 -0.860 0.707

Properties
HOMO-LUMO gap, eV: 7.515
LUMO, eV: -6.1
Total charge: +1
Relative energy (zero: lowest compared OMol25 entry of this formula, charge and spin), kJ/mol: 405.3



No. 3
Molecular formula: H24O12
Method: DFT, ωB97M-V with the def2-TZVPD basis set

Element x y z (Å)
H: -0.329 -0.085 0.546
H: 0.707 -0.999 0.098
H: -1.409 -2.719 -1.943
H: -1.350 -1.221 -2.079
H: 2.404 1.297 -2.291
H: 3.199 2.589 -2.181
H: -1.112 -0.618 -4.343
H: -0.544 0.848 -4.476
H: 2.407 2.664 -0.233
H: 3.038 1.924 0.904
H: -1.273 3.904 1.343
H: -2.100 3.336 0.221
H: 1.058 -0.726 -2.330
H: 2.366 -1.398 -2.018
H: 0.786 -4.402 2.881
H: 2.306 -4.267 2.358
H: -5.059 -3.058 -0.510
H: -3.561 -2.861 -0.054
H: -1.909 1.215 3.529
H: -2.735 1.116 4.805
H: -1.868 2.042 -1.472
H: -0.655 2.314 -0.686
H: 2.564 -0.668 4.319
H: 3.626 0.319 4.006
O: 0.000 -0.378 -0.249
O: -1.017 -1.979 -1.592
O: 2.759 1.992 -2.893
O: -1.333 0.263 -4.156
O: 2.473 2.670 0.734
O: -2.066 3.383 1.216
O: 1.483 -1.248 -1.650
O: 1.482 -3.802 2.421
O: -4.154 -3.263 -0.735
O: -2.251 0.635 4.152
O: -1.069 1.653 -1.266
O: 3.140 -0.475 3.628

Cartesian forces, eV/Å:
-1.839 1.572 2.801
-1.308 0.908 -1.166
-1.689 -2.781 -1.530
-0.127 0.201 0.189
0.059 0.297 -0.762
-0.865 -1.240 -2.190
0.656 -1.845 -0.593
-2.181 -1.807 0.937
-0.225 0.103 0.416
0.291 -0.601 0.379
0.294 0.240 0.369
-0.305 -0.043 1.625
-0.617 0.106 0.062
-0.105 -0.193 0.074
2.200 1.414 -1.284
0.424 -0.633 0.137
-0.153 0.208 0.305
-0.937 -0.368 -0.840
0.800 1.892 -1.704
-0.368 0.658 0.405
-2.876 1.082 -1.097
0.184 -0.672 -0.177
-1.833 -0.859 1.744
-0.725 -1.425 -0.908
2.706 -1.186 0.396
0.749 1.611 0.707
0.796 0.861 2.966
1.530 3.561 -0.361
-0.222 0.479 -0.720
-0.042 -0.084 -1.757
2.540 -0.539 -1.297
-2.634 -0.753 1.160
1.167 0.188 0.482
-0.447 -2.525 1.247
2.525 -0.133 0.866
2.576 2.306 -0.880

Properties
HOMO-LUMO gap, eV: 9.596
LUMO, eV: 0.1
Total charge: 0
Relative energy (zero: lowest compared OMol25 entry of this formula, charge and spin), kJ/mol: 482.6



No. 4
Molecular formula: C16H22AuClI2NO3S2V
Method: DFT, ωB97M-V with the def2-TZVPD basis set

Element x y z (Å)
I: 0.144 -3.221 0.988
I: 0.149 0.396 -4.619
V: 0.356 0.405 -2.170
Au: 0.727 -0.285 0.872
S: 1.611 -1.238 -1.205
S: -1.059 -0.840 -0.911
C: 1.899 0.273 2.276
C: 3.545 -1.323 -1.302
C: -2.958 -0.408 -0.739
C: 3.875 -1.165 -2.776
C: 4.190 -0.275 -0.418
C: 3.860 -2.741 -0.830
C: -3.522 -0.621 -2.136
C: -3.151 0.998 -0.219
C: -3.454 -1.484 0.217
C: 1.802 1.589 -1.925
C: -0.479 1.959 -1.542
O: 2.577 0.743 3.086
O: 2.563 2.444 -1.664
O: -0.806 2.998 -1.098
H: 3.612 -0.169 -3.147
H: 3.342 -1.919 -3.368
H: 4.954 -1.325 -2.905
H: 3.694 0.697 -0.490
H: 5.239 -0.150 -0.728
H: 4.175 -0.604 0.627
H: 3.534 -2.918 0.203
H: 4.944 -2.908 -0.874
H: 3.392 -3.482 -1.491
H: -4.611 -0.478 -2.120
H: -3.328 -1.647 -2.470
H: -3.092 0.078 -2.862
H: -4.172 1.089 0.185
H: -3.055 1.735 -1.027
H: -2.435 1.218 0.584
H: -4.541 -1.397 0.345
H: -2.991 -1.395 1.206
H: -3.243 -2.481 -0.191
Cl: -1.483 4.551 2.974
C: -1.440 2.839 3.055
C: -2.368 2.142 3.829
C: -2.350 0.742 3.791
C: -1.401 0.096 3.016
N: -0.565 0.804 2.261
C: -0.513 2.145 2.280
H: -3.041 2.721 4.466
H: -3.050 0.149 4.363
H: -1.303 -0.994 2.937
H: 0.230 2.655 1.669

Cartesian forces, eV/Å:
-0.134 -0.810 -0.275
0.075 0.240 0.449
-0.613 -2.711 -3.138
-3.307 0.407 -2.087
1.769 -0.961 1.489
-0.786 -0.778 1.355
5.451 2.489 4.544
0.807 -0.482 0.350
-0.946 0.021 0.627
-0.707 0.064 -0.327
-0.215 0.166 0.266
-0.334 -0.263 -0.187
0.922 -0.322 -0.427
0.150 0.319 0.014
0.251 -0.310 0.070
5.751 6.169 1.189
-2.928 7.989 2.863
-3.205 -2.173 -3.451
-3.519 -4.157 -1.348
1.503 -5.148 -2.172
0.227 -0.076 -0.056
0.220 0.122 -0.063
-0.219 0.054 0.069
0.326 -0.076 -0.007
-0.319 -0.050 0.142
0.130 0.085 -0.091
0.131 0.052 -0.076
-0.171 0.142 0.044
0.149 0.078 0.180
0.146 0.061 0.218
-0.172 0.149 -0.097
-0.205 -0.055 0.079
0.296 -0.060 -0.141
-0.079 -0.142 0.308
-0.361 0.108 -0.112
0.199 0.041 -0.096
-0.129 0.042 -0.033
-0.175 0.121 0.126
0.173 -0.485 0.098
0.075 0.702 -0.331
0.148 -0.406 0.146
0.128 0.372 0.167
-0.577 -0.594 0.042
0.938 -0.315 -0.655
-0.378 0.221 -0.020
-0.006 -0.371 -0.219
-0.013 0.038 0.118
-0.266 0.530 0.293
-0.201 -0.038 0.161

Properties
HOMO-LUMO gap (alpha / beta), eV: 4.891 / 3.832
LUMO (alpha / beta), eV: -16.3 / -17.3
Total charge: +4
2S+1: 5